1.
{"formula": "C6H12O", "method": "ωB97M-V with the def2-TZVPD basis set", "species": ["C", "C", "C", "C", "C", "C", "O", "H", "H", "H", "H", "H", "H", "H", "H", "H", "H", "H", "H"], "coordinates": [[-2.448, -0.795, 0.397], [-1.065, -0.860, -0.307], [-0.063, 0.151, 0.214], [1.295, -0.302, -0.303], [2.463, 0.427, 0.414], [-0.257, 1.511, -0.385], [-0.230, 2.555, 0.217], [-2.995, -1.712, 0.183], [-2.352, -0.697, 1.486], [-3.112, 0.036, 0.082], [-0.367, -1.856, -0.291], [-1.207, -0.707, -1.388], [-0.076, 0.219, 1.312], [1.351, -0.091, -1.385], [1.122, -1.505, -0.295], [3.418, 0.136, -0.026], [2.476, 0.183, 1.480], [2.428, 1.537, 0.368], [-0.363, 1.471, -1.498]], "max_force_ha_per_bohr": 0.06478, "lumo_energy_ev": 1.1, "charge": 0, "homo_energy_ev": -9.6906, "gap_ha": 0.3960, "smiles": "CCC(C=O)CC"}

***

2.
{"formula": "C34H42NO4Sn", "method": "ωB97M-V with the def2-TZVPD basis set", "species": ["O", "C", "C", "H", "H", "C", "H", "H", "C", "H", "H", "H", "C", "H", "H", "H", "Sn", "C", "C", "C", "H", "C", "C", "H", "H", "H", "H", "C", "C", "C", "H", "C", "C", "H", "H", "H", "H", "O", "C", "C", "H", "H", "C", "H", "H", "C", "H", "H", "H", "H", "C", "C", "C", "C", "C", "C", "N", "C", "C", "C", "C", "C", "C", "C", "O", "O", "C", "C", "H", "H", "H", "H", "H", "H", "H", "H", "H", "H", "H", "H", "H", "H"], "coordinates": [[-0.858, 0.139, -5.690], [-0.862, 1.384, -6.484], [-0.638, 0.679, -7.808], [-0.032, 2.050, -6.242], [-1.822, 1.903, -6.373], [-0.608, -0.581, -6.925], [0.306, 0.900, -8.306], [-1.495, 0.736, -8.470], [0.730, -1.259, -6.876], [1.496, -0.577, -6.491], [0.995, -1.588, -7.886], [0.655, -2.137, -6.232], [-1.712, -1.502, -7.390], [-2.675, -0.983, -7.416], [-1.773, -2.393, -6.762], [-1.458, -1.809, -8.412], [-0.699, -0.094, -0.488], [-3.663, -0.977, 1.199], [-3.180, 0.350, 1.338], [-3.247, 0.994, 0.058], [-2.884, 0.818, 2.273], [-3.802, 0.046, -0.865], [-4.060, -1.157, -0.156], [-4.539, -2.049, -0.562], [-3.759, -1.705, 2.006], [-2.979, 2.030, -0.153], [-4.037, 0.241, -1.912], [0.001, -1.935, 0.985], [-0.384, -2.985, 0.104], [0.469, -2.957, -1.022], [-1.159, -3.723, 0.324], [1.409, -1.915, -0.875], [1.150, -1.256, 0.375], [1.801, -0.546, 0.891], [-0.324, -1.797, 2.020], [0.468, -3.686, -1.833], [2.258, -1.689, -1.522], [1.661, 1.590, -4.600], [1.030, 0.698, -3.646], [-0.416, 1.201, -3.388], [1.603, 0.776, -2.693], [1.100, -0.346, -3.988], [-0.332, 2.712, -3.700], [-0.710, 1.113, -2.327], [-1.158, 0.654, -3.974], [1.053, 2.911, -4.343], [-0.346, 3.220, -2.724], [-1.187, 3.075, -4.302], [1.670, 3.444, -3.596], [1.034, 3.496, -5.277], [4.615, 0.473, 5.943], [3.637, -0.516, 5.369], [4.139, -1.613, 4.664], [3.283, -2.567, 4.107], [1.914, -2.401, 4.221], [1.395, -1.256, 4.852], [0.023, -1.071, 4.752], [-0.743, 0.109, 4.836], [-1.675, 0.209, 5.878], [-2.271, 1.435, 6.151], [-1.999, 2.538, 5.332], [-1.215, 2.390, 4.187], [-0.628, 1.159, 3.903], [0.125, 0.908, 2.607], [1.319, 0.581, 2.659], [-0.601, 1.058, 1.538], [2.254, -0.354, 5.526], [1.706, 0.743, 6.374], [4.400, 1.496, 5.617], [4.623, 0.462, 7.040], [5.624, 0.219, 5.604], [5.220, -1.722, 4.573], [3.687, -3.434, 3.577], [1.212, -3.122, 3.788], [-0.533, -1.920, 4.689], [-1.855, -0.677, 6.493], [-2.944, 1.516, 7.004], [-2.430, 3.511, 5.574], [-1.079, 3.212, 3.479], [1.376, 1.592, 5.761], [0.855, 0.413, 6.980], [2.474, 1.113, 7.060]], "max_force_ha_per_bohr": 0.05756, "lumo_energy_ev": [-6.0, -4.5], "charge": 1, "homo_energy_ev": [-10.3507, -10.3144], "gap_ha": [0.1604, 0.2119]}

***

3.
{"formula": "C25H33F7N4O29", "method": "ωB97M-V with the def2-TZVPD basis set", "species": ["C", "C", "O", "C", "O", "O", "F", "H", "H", "H", "C", "C", "O", "C", "O", "O", "F", "H", "H", "H", "C", "C", "O", "C", "O", "O", "F", "H", "H", "H", "C", "C", "O", "C", "O", "O", "F", "H", "H", "H", "C", "C", "O", "C", "O", "O", "F", "H", "H", "H", "C", "C", "O", "C", "O", "O", "F", "H", "H", "H", "C", "C", "O", "C", "O", "O", "F", "H", "H", "H", "C", "N", "O", "O", "H", "H", "H", "C", "N", "O", "O", "H", "H", "H", "C", "N", "O", "O", "H", "H", "H", "C", "N", "O", "O", "H", "H", "H"], "coordinates": [[-0.220, 1.271, 4.232], [0.303, 1.806, 5.594], [-0.903, 2.202, 6.183], [-1.833, 2.448, 5.239], [-2.898, 2.911, 5.465], [-1.324, 2.144, 4.008], [1.082, 2.892, 5.316], [-0.498, 0.219, 4.233], [0.483, 1.457, 3.424], [0.827, 1.062, 6.186], [-3.275, 2.927, 1.539], [-2.377, 3.741, 0.590], [-3.310, 4.170, -0.355], [-4.437, 3.421, -0.315], [-5.348, 3.498, -1.074], [-4.368, 2.557, 0.702], [-1.432, 2.952, 0.018], [-3.626, 3.471, 2.417], [-2.755, 2.049, 1.913], [-1.887, 4.584, 1.071], [-3.721, -1.912, 1.522], [-2.767, -2.613, 0.540], [-2.812, -1.742, -0.583], [-3.038, -0.508, -0.089], [-2.873, 0.500, -0.694], [-3.363, -0.552, 1.217], [-3.275, -3.843, 0.226], [-3.562, -2.205, 2.554], [-4.761, -2.039, 1.221], [-1.715, -2.711, 0.812], [5.018, 1.077, -4.142], [4.332, 1.978, -5.131], [3.064, 2.115, -4.449], [3.298, 2.038, -3.104], [2.479, 2.225, -2.278], [4.564, 1.647, -2.920], [4.138, 1.348, -6.315], [6.102, 1.010, -4.157], [4.567, 0.081, -4.099], [4.811, 2.935, -5.332], [-0.650, -2.481, 4.142], [0.213, -3.067, 5.294], [0.297, -4.406, 4.931], [-0.686, -4.748, 4.073], [-0.885, -5.835, 3.644], [-1.326, -3.634, 3.691], [-0.460, -2.932, 6.485], [0.074, -2.081, 3.425], [-1.313, -1.671, 4.426], [1.194, -2.628, 5.457], [1.972, 4.027, 2.253], [1.971, 4.446, 0.786], [3.299, 4.182, 0.357], [4.042, 3.729, 1.373], [5.199, 3.507, 1.305], [3.244, 3.402, 2.429], [1.762, 5.791, 0.632], [1.152, 3.353, 2.479], [1.829, 4.898, 2.894], [1.366, 3.895, 0.065], [-3.183, -4.562, -3.431], [-2.164, -5.676, -3.605], [-1.119, -5.177, -2.781], [-1.284, -3.853, -2.541], [-0.461, -3.170, -2.013], [-2.349, -3.439, -3.228], [-1.624, -5.833, -4.845], [-3.786, -4.808, -2.551], [-3.967, -4.477, -4.180], [-2.430, -6.670, -3.254], [1.944, -3.618, -4.223], [2.421, -2.517, -3.347], [2.876, -2.865, -2.281], [2.436, -1.360, -3.713], [2.867, -4.144, -4.452], [1.522, -3.154, -5.109], [1.264, -4.180, -3.593], [-3.520, 2.275, -3.415], [-2.528, 1.232, -3.756], [-1.383, 1.410, -3.412], [-2.947, 0.308, -4.426], [-4.235, 2.267, -4.234], [-3.017, 3.237, -3.464], [-4.024, 2.076, -2.479], [3.929, -0.106, 0.154], [4.919, -0.366, 1.209], [5.310, -1.495, 1.403], [5.163, 0.578, 1.939], [2.969, -0.155, 0.664], [3.977, -0.868, -0.619], [4.080, 0.899, -0.228], [0.593, -0.316, -0.790], [0.367, 0.377, 0.484], [0.963, 1.410, 0.721], [-0.366, -0.178, 1.293], [-0.288, -0.223, -1.429], [0.707, -1.321, -0.390], [1.388, 0.101, -1.402]], "max_force_ha_per_bohr": 0.04456, "lumo_energy_ev": -0.4, "charge": 0, "homo_energy_ev": -10.6401, "gap_ha": 0.3763, "smiles": "O=C1OC[C@@H](F)O1.O=C1OC[C@@H](F)O1.O=C1OC[C@@H](F)O1.O=C1OC[C@@H](F)O1.O=C1OC[C@@H](F)O1.O=C1OC[C@@H](F)O1.O=C1OC[C@@H](F)O1.C[N+](=O)[O-].C[N+](=O)[O-].C[N+](=O)[O-].C[N+](=O)[O-]"}

***

4.
{"formula": "C71H70Cl3CsN7O2S4Se2Si", "method": "ωB97M-V with the def2-TZVPD basis set", "species": ["Cs", "C", "N", "C", "C", "N", "C", "S", "C", "C", "C", "C", "C", "N", "H", "H", "H", "H", "H", "H", "H", "H", "H", "Cl", "C", "C", "C", "Cl", "C", "O", "C", "Cl", "C", "H", "H", "C", "Se", "C", "C", "Se", "C", "H", "H", "H", "H", "H", "H", "H", "H", "H", "H", "N", "S", "N", "S", "N", "S", "N", "C", "C", "C", "C", "C", "C", "C", "C", "C", "C", "C", "C", "C", "C", "C", "C", "C", "C", "C", "C", "C", "C", "C", "C", "C", "C", "C", "C", "C", "C", "C", "C", "C", "C", "C", "C", "H", "H", "H", "H", "H", "H", "H", "H", "H", "H", "H", "H", "H", "H", "H", "H", "H", "H", "H", "H", "H", "H", "H", "H", "H", "H", "H", "H", "H", "H", "C", "C", "C", "C", "Si", "O", "C", "C", "C", "C", "C", "C", "C", "C", "C", "C", "C", "C", "H", "H", "H", "H", "H", "H", "H", "H", "H", "H", "H", "H", "H", "H", "H", "H", "H", "H", "H"], "coordinates": [[-0.048, 2.107, -0.559], [-6.375, 1.812, -4.335], [-6.085, 1.183, -3.058], [-6.570, -0.061, -2.679], [-6.140, -0.295, -1.439], [-5.362, 0.801, -1.055], [-5.334, 1.758, -2.065], [-4.663, 3.284, -2.088], [-4.798, 0.914, 0.252], [-5.498, 0.383, 1.331], [-4.950, 0.531, 2.594], [-3.758, 1.223, 2.741], [-3.154, 1.722, 1.597], [-3.650, 1.547, 0.370], [-7.406, 2.168, -4.358], [-6.206, 1.096, -5.137], [-5.707, 2.660, -4.449], [-7.149, -0.680, -3.345], [-6.240, -1.169, -0.822], [-6.456, -0.100, 1.191], [-5.470, 0.133, 3.457], [-3.304, 1.384, 3.711], [-2.225, 2.278, 1.653], [-3.268, 8.245, -3.075], [-2.552, 7.019, -2.039], [-1.303, 6.510, -2.337], [-0.756, 5.543, -1.513], [0.822, 4.895, -1.906], [-1.384, 5.037, -0.339], [-0.835, 4.163, 0.422], [-2.665, 5.617, -0.107], [-3.545, 5.105, 1.321], [-3.240, 6.572, -0.923], [-0.760, 6.850, -3.208], [-4.221, 6.961, -0.689], [1.577, 1.527, -5.725], [1.756, 2.146, -3.895], [2.401, 0.486, -3.117], [3.863, 0.181, -3.402], [5.145, 1.379, -2.537], [5.030, 0.569, -0.771], [0.918, 0.660, -5.756], [2.544, 1.289, -6.160], [1.122, 2.341, -6.286], [1.744, -0.308, -3.477], [2.212, 0.568, -2.048], [4.092, 0.240, -4.466], [4.117, -0.826, -3.061], [5.689, 1.144, -0.121], [5.361, -0.467, -0.804], [4.004, 0.629, -0.406], [1.795, 0.385, 0.043], [1.838, -0.849, 0.785], [2.715, -0.777, 2.258], [2.364, -0.326, 3.656], [1.346, 0.733, 4.095], [0.722, 1.868, 3.016], [-0.022, 1.348, 1.898], [-0.182, 2.839, 4.206], [-0.267, 2.527, 5.560], [-1.102, 3.288, 6.367], [-1.832, 4.339, 5.820], [-1.737, 4.631, 4.464], [-0.910, 3.880, 3.637], [2.247, 2.855, 2.821], [2.875, 2.998, 1.585], [4.117, 3.624, 1.529], [4.717, 4.114, 2.674], [4.077, 3.989, 3.904], [2.848, 3.360, 3.981], [1.912, -1.722, 4.655], [0.635, -1.815, 5.186], [0.286, -2.971, 5.872], [1.204, -4.001, 6.020], [2.479, -3.893, 5.472], [2.838, -2.749, 4.779], [3.947, 0.152, 4.304], [4.981, 0.447, 3.431], [6.167, 0.950, 3.954], [6.302, 1.141, 5.322], [5.250, 0.840, 6.183], [4.059, 0.351, 5.674], [0.411, -1.833, 1.400], [0.699, -3.109, 1.904], [-0.305, -3.872, 2.478], [-1.597, -3.366, 2.565], [-1.882, -2.113, 2.050], [-0.889, -1.342, 1.452], [2.781, -2.144, 0.003], [2.266, -2.518, -1.235], [2.973, -3.460, -1.977], [4.167, -3.986, -1.495], [4.668, -3.582, -0.261], [3.970, -2.657, 0.506], [0.303, 1.702, 5.963], [-1.183, 3.060, 7.424], [-2.485, 4.928, 6.454], [-2.319, 5.435, 4.030], [-0.859, 4.082, 2.561], [2.437, 2.620, 0.675], [4.603, 3.734, 0.566], [5.684, 4.600, 2.613], [4.540, 4.376, 4.803], [2.356, 3.249, 4.941], [-0.067, -1.002, 5.040], [-0.713, -3.068, 6.282], [0.926, -4.900, 6.558], [3.191, -4.702, 5.579], [3.821, -2.658, 4.328], [4.842, 0.299, 2.366], [6.981, 1.200, 3.284], [7.230, 1.533, 5.723], [5.357, 0.995, 7.249], [3.222, 0.133, 6.328], [1.705, -3.507, 1.845], [-0.076, -4.860, 2.857], [-2.385, -3.961, 3.018], [-2.893, -1.722, 2.084], [-1.149, -0.374, 1.055], [1.332, -2.062, -1.625], [2.583, -3.773, -2.940], [4.714, -4.713, -2.085], [5.601, -3.990, 0.109], [4.341, -2.335, 1.470], [-1.585, -4.043, -1.058], [-2.341, -3.197, -2.095], [-3.327, -4.080, -2.867], [-3.128, -2.107, -1.361], [-1.100, -2.222, -3.167], [-0.230, -1.176, -2.364], [-2.100, -1.346, -4.527], [-2.232, 0.048, -4.443], [-2.888, 0.777, -5.432], [-3.432, 0.120, -6.530], [-3.319, -1.265, -6.632], [-2.653, -1.984, -5.644], [0.020, -3.424, -4.164], [0.975, -2.796, -4.986], [1.903, -3.519, -5.726], [1.907, -4.911, -5.666], [0.972, -5.562, -4.871], [0.042, -4.824, -4.135], [-2.280, -4.435, -0.300], [-0.825, -3.447, -0.539], [-1.075, -4.899, -1.512], [-4.032, -4.554, -2.168], [-2.829, -4.882, -3.423], [-3.912, -3.496, -3.584], [-3.837, -2.559, -0.649], [-3.695, -1.494, -2.067], [-2.460, -1.436, -0.811], [-1.793, 0.564, -3.592], [-2.963, 1.857, -5.345], [-3.937, 0.682, -7.308], [-3.734, -1.780, -7.492], [-2.540, -3.060, -5.759], [0.990, -1.708, -5.036], [2.626, -3.000, -6.347], [2.630, -5.482, -6.237], [0.965, -6.645, -4.821], [-0.671, -5.364, -3.522]], "max_force_ha_per_bohr": 0.07650, "lumo_energy_ev": 1.5, "charge": -1, "homo_energy_ev": -4.4978, "gap_ha": 0.2199}